[1]
{
  "formula": "C21H23N3O5S",
  "method": "wB97M-V/def2-TZVPD",
  "species": ["C", "C", "C", "O", "C", "C", "C", "C", "C", "C", "H", "H", "C", "O", "N", "C", "C", "C", "C", "C", "C", "H", "H", "S", "O", "O", "N", "C", "C", "C", "N", "O", "C", "H", "H", "H", "C", "H", "H", "H", "H", "H", "H", "H", "H", "H", "H", "H", "H", "H", "H", "H", "H"],
  "positions_angstrom": [[-6.09645, -3.74195, 0.48923], [-6.90326, -2.53140, 0.32981], [-6.14859, -1.14883, 0.65574], [-5.30212, -1.03160, -0.36524], [-4.51845, -0.10275, -0.40025], [-4.60601, 0.91483, 0.84342], [-3.75687, 1.93719, 0.93878], [-2.76638, 2.23273, -0.37965], [-2.80647, 1.31932, -1.40421], [-3.60158, 0.19789, -1.31292], [-3.72164, -0.26976, -2.09373], [-2.18012, 1.51162, -2.24282], [-1.83724, 3.21723, -0.37297], [-2.21615, 4.59227, 0.10513], [-0.58367, 3.22013, -0.85605], [0.13072, 2.06238, -0.74878], [0.02728, 0.78652, -0.04875], [0.76140, -0.21141, -0.19534], [1.92319, -0.01006, -1.27052], [2.03250, 1.05989, -1.84444], [1.20860, 2.11489, -1.88411], [1.31570, 3.10864, -2.21627], [2.87487, 1.12116, -2.60626], [2.80194, -1.48710, -1.20665], [2.10278, -2.57680, -1.54770], [3.86801, -1.34459, -2.47242], [3.73214, -1.69182, 0.10217], [4.72900, -0.39001, 0.23486], [5.82778, -0.59330, 1.01381], [6.39768, 0.74101, 0.80143], [5.50753, 1.59596, 0.00540], [4.40947, 0.63980, -0.36836], [7.67108, 1.39709, 1.23726], [7.68034, 1.13919, 2.27782], [7.66279, 2.33740, 0.93911], [8.52344, 1.02289, 0.81923], [6.61766, -1.66609, 1.43903], [6.13707, -2.60683, 1.61535], [7.62632, -1.65393, 1.35569], [6.40798, -1.41387, 2.78661], [4.04690, -2.50145, 0.60407], [0.51364, -0.98290, 0.54071], [-0.88934, 0.89262, 0.66914], [-0.15578, 3.97229, -0.90285], [-3.78440, 2.85472, 1.49659], [-5.08839, 0.84732, 1.60048], [-6.92729, -0.50595, 0.78892], [-5.66920, -1.49917, 1.68939], [-7.86499, -2.54149, 0.92270], [-7.58881, -2.35525, -0.62641], [-6.66423, -4.58862, 0.06513], [-5.74659, -3.83708, 1.36445], [-5.11381, -3.55297, -0.36476]],
  "de_lowest_kj_mol": 2290.9,
  "multiplicity": 1,
  "largest_force_ha_per_bohr": 0.30311,
  "orbital_gap_ha": 0.2824
}

[2]
{
  "formula": "C25H68ClN19O28P",
  "method": "wB97M-V/def2-TZVPD",
  "species": ["C", "C", "C", "C", "N", "P", "N", "C", "N", "C", "C", "C", "Cl", "N", "C", "C", "C", "N", "H", "H", "H", "H", "H", "H", "H", "H", "H", "H", "H", "H", "H", "H", "H", "H", "H", "H", "H", "H", "H", "H", "H", "H", "H", "H", "C", "N", "O", "O", "H", "H", "H", "C", "N", "O", "O", "H", "H", "H", "C", "N", "O", "O", "H", "H", "H", "C", "N", "O", "O", "H", "H", "H", "C", "N", "O", "O", "H", "H", "H", "C", "N", "O", "O", "H", "H", "H", "C", "N", "O", "O", "H", "H", "H", "C", "N", "O", "O", "H", "H", "H", "C", "N", "O", "O", "H", "H", "H", "C", "N", "O", "O", "H", "H", "H", "C", "N", "O", "O", "H", "H", "H", "C", "N", "O", "O", "H", "H", "H", "C", "N", "O", "O", "H", "H", "H", "C", "N", "O", "O", "H", "H", "H"],
  "positions_angstrom": [[4.71586, -2.61923, 2.77457], [4.30056, -1.19410, 2.21149], [3.31358, -1.28635, 0.97943], [1.84396, -1.68624, 1.39939], [0.86422, -0.51319, 1.33941], [0.47790, -0.20907, -0.35510], [-0.81502, 0.68041, -0.62124], [-0.29788, -1.01888, 2.07372], [-0.54578, -0.46936, 3.35008], [-1.74157, 0.40284, 3.42039], [-1.51932, 1.93717, 3.06853], [-2.66422, 2.36059, 2.03364], [0.15270, 2.37847, 2.52258], [-1.04343, -1.97998, 1.58673], [-2.20301, -2.57805, 2.29898], [-3.49416, -2.34217, 1.44327], [-4.91275, -2.80782, 1.97849], [-3.43700, -1.80569, 0.27291], [3.86617, -3.35521, 2.72738], [5.02127, -2.54444, 3.85340], [5.61367, -3.01992, 2.22731], [3.89722, -0.52781, 3.01939], [5.24844, -0.70882, 1.83876], [3.71145, -2.07482, 0.28007], [3.34428, -0.31227, 0.42371], [1.49416, -2.52013, 0.73012], [1.85662, -2.06434, 2.45692], [1.59873, 0.45642, -0.94246], [0.37934, -1.51748, -0.96869], [-1.18453, 0.92807, 0.30235], [0.28714, -0.07389, 3.78418], [-2.10158, 0.36782, 4.49463], [-2.60865, 0.00175, 2.81771], [-1.73672, 2.53994, 3.99683], [-2.91136, 1.50782, 1.32904], [-2.37658, 3.23350, 1.39711], [-3.58553, 2.52997, 2.64898], [-0.83763, -2.39106, 0.66864], [-2.00440, -3.69268, 2.31362], [-2.29471, -2.26298, 3.36650], [-5.15543, -2.21005, 2.90023], [-5.70986, -2.70964, 1.20288], [-4.80352, -3.89254, 2.26179], [-4.37260, -1.76763, -0.14740], [-2.59514, -3.10004, -2.72353], [-1.32728, -3.74290, -3.15678], [-1.28394, -4.21437, -4.26922], [-0.40874, -3.74605, -2.34781], [-3.31449, -3.16335, -3.52675], [-2.94943, -3.63395, -1.84450], [-2.37020, -2.06019, -2.48960], [-6.99088, -4.71963, -3.16288], [-5.99490, -3.89992, -2.42549], [-5.22814, -3.22438, -3.07941], [-6.01701, -3.96234, -1.20964], [-6.85143, -4.56230, -4.22869], [-6.81794, -5.76104, -2.89930], [-7.98037, -4.39255, -2.85006], [-2.22874, -1.03447, -6.62610], [-3.33681, -1.24055, -5.65933], [-3.50329, -0.38990, -4.80834], [-4.00131, -2.25584, -5.79380], [-1.72863, -0.09950, -6.39001], [-1.54416, -1.87514, -6.52477], [-2.66023, -0.99603, -7.62282], [0.30178, -5.47136, 0.08780], [1.41483, -5.94595, 0.94925], [1.57250, -7.14029, 1.05609], [2.09343, -5.08918, 1.48996], [-0.21488, -6.33293, -0.32552], [-0.36781, -4.88330, 0.71314], [0.73556, -4.86623, -0.70496], [4.74981, -6.73596, 1.97441], [5.77029, -5.91758, 2.67927], [6.52271, -5.24811, 1.99138], [5.77990, -5.97618, 3.88935], [4.85936, -6.58406, 0.90426], [4.92603, -7.77698, 2.23730], [3.77086, -6.40384, 2.31305], [2.66885, 4.77064, 3.58263], [4.12421, 4.85121, 3.86003], [4.77568, 3.83159, 3.74730], [4.56125, 5.93684, 4.18048], [2.42178, 3.74779, 3.31028], [2.14415, 5.06598, 4.48908], [2.45179, 5.45576, 2.75956], [0.68117, 8.15853, 0.23202], [1.07075, 7.38382, 1.43697], [2.19675, 6.91442, 1.46900], [0.23955, 7.26827, 2.31231], [1.51656, 8.17705, -0.45705], [-0.17657, 7.65985, -0.21492], [0.42728, 9.16577, 0.55678], [9.21542, -6.62355, 1.61700], [10.26747, -7.04198, 0.65565], [10.28146, -8.20666, 0.31233], [11.03960, -6.18466, 0.28137], [8.60252, -7.48676, 1.86185], [9.71503, -6.24086, 2.50430], [8.62057, -5.85203, 1.13641], [-3.81032, 9.31707, 0.62108], [-2.77478, 8.92742, -0.36996], [-2.75248, 7.76781, -0.73292], [-2.02106, 9.79980, -0.74715], [-4.40650, 8.44233, 0.86478], [-3.29512, 9.69223, 1.50282], [-4.42566, 10.08989, 0.16540], [-7.30301, -1.66696, -7.18466], [-8.40679, -1.87865, -6.21344], [-8.57259, -1.03245, -5.35968], [-9.06635, -2.89044, -6.34379], [-6.80333, -0.73191, -6.94780], [-6.61762, -2.50628, -7.08701], [-7.74177, -1.62825, -8.17953], [-1.90130, -1.13140, -11.40758], [-2.11396, -0.78547, -9.97884], [-1.14419, -0.42436, -9.33963], [-3.25111, -0.88992, -9.55174], [-0.85090, -0.99269, -11.64707], [-2.19474, -2.17062, -11.54021], [-2.52480, -0.46664, -12.00174], [-1.62045, -1.00072, 7.65610], [-3.00987, -0.49504, 7.50894], [-3.26908, 0.57416, 8.01593], [-3.78562, -1.19468, 6.88660], [-1.04317, -0.27950, 8.22806], [-1.67038, -1.95428, 8.17734], [-1.20715, -1.11918, 6.65609], [3.06466, 5.09728, -1.62368], [2.64362, 6.43938, -2.09829], [3.51356, 7.21066, -2.43792], [1.44932, 6.66929, -2.11083], [4.14859, 5.03638, -1.66678], [2.71108, 4.98675, -0.60037], [2.60884, 4.35972, -2.28123], [5.56915, 8.70601, 3.65530], [5.90362, 10.14539, 3.50243], [6.44679, 10.69693, 4.43714], [5.60704, 10.66842, 2.44741], [5.88848, 8.37444, 4.63875], [4.49188, 8.60642, 3.54573], [6.09641, 8.16201, 2.87493]],
  "multiplicity": 1,
  "charge": 1,
  "largest_force_ha_per_bohr": 0.05411,
  "orbital_gap_ha": 0.2917
}

[3]
{
  "formula": "C7H14N2",
  "method": "wB97M-V/def2-TZVPD",
  "species": ["C", "N", "C", "C", "N", "H", "H", "H", "H", "H", "H", "C", "C", "C", "C", "H", "H", "H", "H", "H", "H", "H", "H"],
  "positions_angstrom": [[0.63906, -2.90027, -0.23352], [0.16651, -1.54297, -0.48320], [-0.93016, -1.49743, -1.43337], [1.05976, -0.48851, -0.37403], [2.15736, -0.25325, -0.02901], [1.51712, -2.91204, 0.40858], [0.90598, -3.39949, -1.16818], [-0.14007, -3.48687, 0.26383], [-1.32808, -0.48888, -1.52271], [-1.76894, -2.10291, -1.07581], [-0.61376, -1.84105, -2.42119], [-0.42950, 1.21646, 2.14232], [-0.99600, 1.06709, 0.76797], [-0.33074, 1.50529, -0.35303], [0.74873, 2.55309, -0.34743], [0.58041, 0.80417, 2.17044], [-0.32813, 2.27171, 2.40821], [-1.05957, 0.73263, 2.88578], [-2.03650, 0.77749, 0.69406], [-0.93350, 1.54529, -1.25710], [0.39761, 3.56702, -0.14678], [1.48251, 2.32621, 0.42501], [1.23991, 2.54722, -1.32082]],
  "de_lowest_kj_mol": 271.2,
  "multiplicity": 1,
  "largest_force_ha_per_bohr": 0.07139,
  "orbital_gap_ha": 0.3496,
  "smiles": "CN(C)C#N.C/C=C\\C"
}